Model P:
A 3-piece molecular cluster, C3H8OS overall, computed with ωB97M-V/def2-TZVPD.

Cartesian coordinates (Å):
C (2.923, -0.753, -0.226)
C (2.525, -1.987, 0.084)
H (2.100, -0.036, -0.341)
H (3.904, -0.405, -0.356)
H (3.005, -2.970, -0.287)
H (1.468, -2.068, 0.146)
C (-3.643, -0.043, -0.267)
S (-2.222, -0.329, 0.387)
H (-3.844, 0.748, -0.925)
H (-4.541, -0.474, 0.292)
O (-1.801, 2.033, -1.003)
H (-1.187, 1.258, -0.827)
H (-1.258, 2.794, -0.709)

The value obtained for the LUMO energy is -0.4409 eV. The calculation puts the HOMO energy at -8.847 eV. The value obtained for the HOMO-LUMO gap is 8.41 eV. The net charge is 0.



Model Q:
A 2-piece molecular cluster, C3H8OS overall, computed with ωB97M-V/def2-TZVPD.

Cartesian coordinates (Å):
C (0.496, -3.612, -3.792)
C (1.092, -2.192, -4.069)
O (0.841, -1.227, -3.281)
H (0.309, -3.489, -2.778)
H (1.190, -4.406, -4.287)
H (-0.544, -3.620, -4.377)
H (1.359, -1.752, -4.940)
C (-0.266, 2.124, 4.523)
S (-1.047, 2.276, 2.873)
H (-0.798, 2.868, 5.110)
H (-0.302, 1.059, 4.888)
H (0.802, 2.321, 4.489)
H (0.070, 2.493, 2.210)

The value obtained for the LUMO energy is 0.7509 eV. The calculation puts the HOMO energy at -8.951 eV. The value obtained for the HOMO-LUMO gap is 9.70 eV. The net charge is 0.



Model R:
C3H8OS as an isolated structure, computed with ωB97M-V/def2-TZVPD.

Cartesian coordinates (Å):
C (3.653, 1.115, -0.402)
C (2.592, 1.717, -0.776)
C (-2.499, -0.713, 1.613)
O (4.549, 0.453, -0.073)
S (-1.658, 0.730, 0.923)
H (3.176, -1.489, -1.946)
H (2.463, 2.299, -1.637)
H (2.377, -1.553, -1.971)
H (1.575, 1.583, -0.367)
H (-1.922, -1.659, 1.585)
H (-2.764, -0.722, 2.705)
H (-3.381, -0.967, 0.925)
H (-2.761, 1.694, 0.869)

The value obtained for the LUMO energy is 0.7266 eV. The calculation puts the HOMO energy at -9.263 eV. The value obtained for the HOMO-LUMO gap is 9.99 eV. The net charge is 0.



Most stable to least stable, the ends of the list are model Q and model P.



Model P:
A 2-piece molecular cluster, C3H8OS overall, computed with ωB97M-V/def2-TZVPD.

Cartesian coordinates (Å):
C (-5.369, -1.534, -1.442)
O (-4.481, -1.155, -2.155)
H (-6.326, -1.922, -1.838)
H (-5.270, -1.539, -0.353)
C (3.646, -0.353, 0.347)
C (2.274, -0.118, 1.031)
S (1.685, 1.594, 1.040)
H (4.201, 0.584, 0.270)
H (3.502, -0.678, -0.681)
H (4.242, -1.041, 0.938)
H (1.504, -0.706, 0.540)
H (2.402, -0.464, 2.053)
H (1.518, 1.687, -0.309)

The value obtained for the LUMO energy is 0.9031 eV. The calculation puts the HOMO energy at -8.962 eV. The value obtained for the HOMO-LUMO gap is 9.87 eV. The net charge is 0.



Model Q:
A 2-piece molecular cluster, C3H8OS overall, computed with ωB97M-V/def2-TZVPD.

Cartesian coordinates (Å):
C (-1.803, -0.510, -0.462)
C (-1.383, -1.652, 0.073)
O (-0.540, -1.716, 1.155)
H (-1.814, 0.413, 0.107)
H (-2.174, -0.491, -1.472)
H (-1.516, -2.632, -0.363)
H (-0.662, -0.890, 1.585)
C (1.443, 1.425, -0.509)
S (1.403, 0.881, 1.194)
H (0.571, 2.031, -0.725)
H (1.368, 0.578, -1.195)
H (2.395, 1.873, -0.778)
H (2.711, 0.691, 1.392)

The value obtained for the LUMO energy is 0.8695 eV. The calculation puts the HOMO energy at -8.916 eV. The value obtained for the HOMO-LUMO gap is 9.79 eV. The net charge is 0.



Most stable to least stable, the ends of the list are model P and model Q.



Model P:
One molecule with the formula C4H6ClNO2, computed with ωB97M-V/def2-TZVPD.

Cartesian coordinates (Å):
C (1.756, -1.020, 0.004)
O (0.940, -0.602, -1.137)
C (-0.200, 0.077, -0.955)
C (-0.208, 1.548, -0.281)
O (0.431, 2.534, -0.467)
N (-1.069, 1.151, 0.711)
C (-1.171, -0.241, 0.367)
Cl (-2.964, -0.634, -0.011)
H (1.938, -0.312, 0.897)
H (2.802, -1.408, -0.200)
H (1.169, -1.903, 0.545)
H (-0.898, -0.003, -1.836)
H (-1.647, 1.726, 1.315)
H (-0.878, -0.913, 1.049)

The value obtained for the LUMO energy is 0.7170 eV. The calculation puts the HOMO energy at -9.627 eV. The value obtained for the HOMO-LUMO gap is 10.34 eV. The net charge is 0.



Model Q:
C4H6ClNO2 as an isolated structure, computed with ωB97M-V/def2-TZVPD.

Cartesian coordinates (Å):
C (0.475, -0.084, 0.471)
C (2.022, -0.064, 0.450)
C (-1.164, 1.561, -0.454)
C (-2.263, 0.675, -0.264)
H (-0.086, -3.212, 0.096)
H (2.451, -1.074, 0.689)
H (2.393, 0.892, 0.999)
H (-1.159, 2.735, -1.228)
H (-2.120, -0.327, 0.332)
H (-3.227, 0.987, -0.974)
N (-0.383, -1.143, 0.239)
O (0.346, -2.380, 0.273)
O (-0.004, 1.162, 0.540)
Cl (2.720, 0.273, -1.166)

The value obtained for the LUMO energy is 0.3909 eV. The calculation puts the HOMO energy at -9.252 eV. The value obtained for the HOMO-LUMO gap is 9.64 eV. The net charge is 0.



Most stable to least stable, the ends of the list are model P and model Q.



Model P:
An isolated ion of composition C4H9N2O2 and charge -1, computed with ωB97M-V/def2-TZVPD.

Cartesian coordinates (Å):
C (-0.116, -0.390, -1.760)
N (-1.261, 0.420, -1.336)
C (-1.617, 0.722, -0.058)
O (-2.754, 1.117, 0.187)
C (-0.697, 0.358, 1.125)
N (0.783, 0.636, 1.051)
C (1.750, -0.553, 1.151)
O (2.294, -0.950, 0.035)
H (0.409, -1.075, -1.072)
H (0.702, 0.324, -1.811)
H (-0.325, -1.014, -2.626)
H (-2.013, 0.359, -2.021)
H (-1.129, 1.038, 1.842)
H (-0.754, -0.713, 1.386)
H (0.995, 1.133, 0.201)
H (1.249, -1.326, 1.835)
H (2.484, -0.085, 1.871)

The value obtained for the LUMO energy is 3.7888 eV. The calculation puts the HOMO energy at -2.801 eV. The value obtained for the HOMO-LUMO gap is 6.59 eV. The net charge is -1.



Model Q:
A 2-piece molecular cluster, C4H9N2O2 overall, computed with ωB97M-V/def2-TZVPD.

Cartesian coordinates (Å):
C (1.435, -2.355, -1.025)
C (2.003, -1.343, -0.321)
N (1.378, -0.460, 0.545)
C (1.780, 0.949, 0.468)
H (0.458, -2.743, -0.803)
H (2.034, -3.054, -1.636)
H (3.092, -1.234, -0.479)
H (0.318, -0.605, 0.537)
H (1.379, 1.482, 1.333)
H (2.858, 0.987, 0.449)
H (1.384, 1.335, -0.470)
N (-2.815, 1.310, 0.026)
C (-1.559, 0.729, 0.099)
O (-1.367, -0.108, 1.066)
O (-0.735, 1.020, -0.813)
H (-3.036, 1.848, -0.796)
H (-3.570, 0.859, 0.523)

The value obtained for the LUMO energy is 4.2634 eV. The calculation puts the HOMO energy at -3.751 eV. The value obtained for the HOMO-LUMO gap is 8.01 eV. The net charge is -1.



Model R:
An isolated ion of composition C4H9N2O2 and charge -1, computed with ωB97M-V/def2-TZVPD.

Cartesian coordinates (Å):
N (-1.774, -2.497, 0.586)
C (-0.526, -2.247, 0.020)
C (-0.299, -0.648, 0.045)
N (1.036, -0.351, -0.050)
C (1.401, 0.794, -0.677)
C (0.546, 2.153, -0.193)
O (0.986, 3.141, -0.877)
O (-0.937, -0.246, 1.198)
H (-1.551, -1.058, 1.292)
H (-2.459, -2.406, -0.165)
H (-0.326, -2.649, -0.987)
H (0.262, -2.674, 0.661)
H (-0.891, -0.224, -0.793)
H (2.442, 1.032, -0.451)
H (1.365, 0.836, -1.777)
H (0.763, 2.198, 0.886)
H (-0.528, 1.925, -0.316)

The value obtained for the LUMO energy is 1.7075 eV. The calculation puts the HOMO energy at -3.448 eV. The value obtained for the HOMO-LUMO gap is 5.16 eV. The net charge is -1.



Most stable to least stable, the ends of the list are model Q and model R.



Model P:
C4H9N2O2 as an isolated structure, computed with ωB97M-V/def2-TZVPD.

Cartesian coordinates (Å):
C (-0.443, -0.479, 0.273)
N (0.414, -1.521, 0.751)
C (1.591, -1.913, -0.134)
O (2.718, -1.762, 0.547)
C (0.342, 0.877, 0.227)
N (-0.174, 1.790, -0.816)
C (-1.422, 1.970, -0.781)
O (-2.303, 1.974, 0.235)
H (-0.806, -0.706, -0.736)
H (-1.310, -0.366, 0.937)
H (0.885, -1.248, 1.613)
H (1.492, -1.221, -1.034)
H (1.445, -2.935, -0.549)
H (1.395, 0.654, 0.087)
H (0.221, 1.362, 1.205)
H (-2.178, 1.016, -0.200)
H (-1.867, 2.509, -1.626)

The value obtained for the LUMO energy is 3.3223 eV. The calculation puts the HOMO energy at -2.623 eV. The value obtained for the HOMO-LUMO gap is 5.95 eV. The net charge is -1.



Model Q:
An isolated ion of composition C4H9N2O2 and charge -1, computed with ωB97M-V/def2-TZVPD.

Cartesian coordinates (Å):
N (1.697, 1.595, -1.071)
C (0.427, 1.761, -1.600)
O (0.232, 2.565, -2.499)
N (-0.509, 0.855, -1.161)
C (-0.191, -0.386, -0.428)
C (-0.662, -0.470, 1.019)
C (-0.541, -1.969, 1.540)
O (-0.858, -2.046, 2.835)
H (2.468, 2.020, -1.552)
H (1.784, 1.557, -0.069)
H (-1.337, 1.282, -0.787)
H (0.862, -0.656, -0.417)
H (-0.766, -1.150, -0.935)
H (-0.166, 0.236, 1.694)
H (-1.732, -0.377, 1.215)
H (-1.221, -2.504, 0.832)
H (0.511, -2.311, 1.385)

The value obtained for the LUMO energy is 3.3966 eV. The calculation puts the HOMO energy at -2.447 eV. The value obtained for the HOMO-LUMO gap is 5.84 eV. The net charge is -1.



Model R:
C4H9N2O2 as an isolated structure, computed with ωB97M-V/def2-TZVPD.

Cartesian coordinates (Å):
N (0.190, 2.379, 2.480)
C (0.594, 0.940, 2.490)
C (1.091, 0.638, 1.059)
N (0.034, -0.165, 0.372)
C (0.545, -0.599, -0.902)
C (-0.591, -1.135, -1.873)
O (-0.350, -1.744, -2.913)
O (-1.736, -0.777, -1.437)
H (-0.187, 2.576, 3.415)
H (0.025, -0.028, 2.808)
H (1.453, 0.819, 3.169)
H (-0.513, 1.563, 1.986)
H (1.956, -0.031, 1.179)
H (1.252, 1.515, 0.457)
H (-0.890, 0.234, 0.205)
H (0.968, 0.252, -1.451)
H (1.312, -1.388, -0.814)

The value obtained for the LUMO energy is 3.4699 eV. The calculation puts the HOMO energy at -4.084 eV. The value obtained for the HOMO-LUMO gap is 7.55 eV. The net charge is -1.



Most stable to least stable, the ends of the list are model Q and model P.



Model P:
One molecule with the formula C4H12N2, computed with ωB97M-V/def2-TZVPD.

Cartesian coordinates (Å):
C (-1.825, -0.190, -1.281)
N (-0.708, -1.056, -0.927)
C (0.552, -0.325, -0.769)
C (0.875, 0.036, 0.753)
C (1.589, 1.385, 0.754)
N (-0.279, 0.005, 1.599)
H (-1.810, 0.828, -0.894)
H (-1.908, -0.105, -2.367)
H (-2.779, -0.560, -0.894)
H (-0.547, -1.690, -1.697)
H (1.384, -0.934, -1.109)
H (0.477, 0.672, -1.207)
H (1.567, -0.765, 1.009)
H (2.071, 1.460, 1.723)
H (0.822, 2.123, 0.506)
H (2.309, 1.376, -0.063)
H (-0.633, -0.928, 1.739)
H (-1.022, 0.621, 1.303)

The value obtained for the LUMO energy is 1.0732 eV. The calculation puts the HOMO energy at -8.501 eV. The value obtained for the HOMO-LUMO gap is 9.57 eV. The net charge is 0.



Model Q:
C4H12N2 as an isolated structure, computed with ωB97M-V/def2-TZVPD.

Cartesian coordinates (Å):
C (0.775, 0.084, -0.244)
C (-0.046, -0.313, -1.306)
C (1.789, -0.929, 0.274)
C (1.278, 1.521, -0.230)
N (-1.660, -0.114, 0.623)
N (-2.881, -0.577, 1.139)
H (-1.834, 0.771, 0.140)
H (-0.324, 0.028, 0.697)
H (-3.710, -0.069, 0.840)
H (-2.994, -1.569, 0.966)
H (-0.555, 0.411, -1.930)
H (-0.220, -1.359, -1.522)
H (0.495, 2.215, -0.545)
H (2.673, -0.971, -0.370)
H (1.360, -1.933, 0.311)
H (2.127, -0.660, 1.278)
H (2.136, 1.653, -0.898)
H (1.592, 1.810, 0.776)

The value obtained for the LUMO energy (alpha / beta) is 0.4690 / 0.4698 eV. The calculation puts the HOMO energy (alpha / beta) at -7.117 / -7.122 eV. The value obtained for the HOMO-LUMO gap (alpha / beta) is 7.59 / 7.59 eV. The net charge is 0.



Model R:
One molecule with the formula C4H12N2, computed with ωB97M-V/def2-TZVPD.

Cartesian coordinates (Å):
N (-0.432, 2.351, 0.386)
C (-0.210, 1.520, -0.888)
C (-0.863, 0.197, -1.058)
C (-0.616, -0.768, 0.184)
C (0.856, -1.247, 0.495)
N (1.095, -2.209, 1.464)
H (0.118, 3.236, 0.408)
H (-1.406, 2.499, 0.416)
H (0.934, 1.463, -1.043)
H (-0.621, 2.162, -1.761)
H (-0.502, -0.035, -2.054)
H (-1.965, 0.262, -1.134)
H (-0.905, -0.226, 1.112)
H (-1.026, -1.853, 0.023)
H (1.445, -0.377, 0.829)
H (1.167, -1.565, -0.449)
H (1.960, -2.171, 1.966)
H (0.970, -3.237, 1.105)

The value obtained for the LUMO energy is 1.1064 eV. The calculation puts the HOMO energy at -8.664 eV. The value obtained for the HOMO-LUMO gap is 9.77 eV. The net charge is 0.



Most stable to least stable, the ends of the list are model P and model Q.